The following is a quantum chemistry calculation of a molecular structure, C26H52O52S13 at a distorted geometry, from OMol25.

Structure (XYZ):
```
143
Properties=species:S:1:pos:R:3
C -5.83 22.54 13.53
C -6.09 22.89 14.99
O -5.57 24.25 15.15
S -4.71 24.81 13.87
O -3.35 24.27 13.98
O -4.89 26.26 13.64
O -5.68 23.83 13.03
H -6.56 22.00 12.94
H -4.90 21.98 13.47
H -5.55 22.13 15.54
H -7.15 22.88 15.24
C -2.66 20.95 10.22
C -2.18 21.85 11.28
O -2.93 23.07 11.29
S -3.95 23.06 9.99
O -3.20 23.64 8.88
O -5.26 23.64 10.22
O -3.93 21.44 9.89
H -2.69 19.96 10.67
H -2.27 20.74 9.22
H -1.16 22.18 11.11
H -2.34 21.56 12.32
C -0.67 22.65 15.38
C -1.07 21.21 15.06
O -0.26 20.94 13.84
S 1.21 21.51 14.06
O 1.89 22.08 12.91
O 2.03 20.58 14.91
O 0.69 22.79 15.00
H -0.79 22.94 16.42
H -1.23 23.31 14.72
H -2.13 21.09 14.84
H -0.70 20.48 15.78
C -11.28 17.86 17.49
C -10.61 16.91 16.47
O -9.82 17.65 15.63
S -10.29 19.21 15.55
O -11.56 19.24 14.78
O -9.25 20.11 15.13
O -10.66 19.04 17.19
H -11.05 17.67 18.54
H -12.33 17.99 17.24
H -11.31 16.39 15.81
H -9.77 16.33 16.85
C -8.11 22.71 8.53
C -9.43 23.25 7.94
O -10.27 22.24 8.55
S -9.51 20.78 8.74
O -9.80 19.86 7.65
O -9.70 20.18 10.12
O -8.02 21.29 8.60
H -7.91 22.97 9.57
H -7.28 23.13 7.97
H -9.55 23.19 6.86
H -9.61 24.27 8.25
C -10.07 22.08 12.68
C -11.31 22.89 12.56
O -10.77 24.20 12.22
S -9.03 24.30 12.33
O -8.55 24.48 13.72
O -8.32 25.09 11.29
O -9.07 22.77 11.88
H -10.07 21.04 12.36
H -9.70 21.96 13.69
H -11.83 23.02 13.51
H -12.03 22.60 11.80
C -6.88 18.84 17.00
C -7.16 18.87 18.53
O -6.00 19.50 19.07
S -4.69 19.73 18.04
O -3.39 19.17 18.47
O -4.68 21.11 17.54
O -5.43 18.72 16.89
H -7.27 19.72 16.49
H -7.26 17.94 16.52
H -7.37 17.84 18.82
H -8.09 19.33 18.85
C -10.91 17.09 10.78
C -10.25 16.40 9.58
O -9.57 15.26 10.03
S -9.11 15.43 11.60
O -7.68 15.69 11.75
O -9.65 14.39 12.47
O -9.93 16.87 11.87
H -11.83 16.56 11.00
H -10.94 18.18 10.68
H -9.57 17.07 9.06
H -10.94 16.09 8.79
C -2.97 14.24 8.20
C -1.88 15.29 7.93
O -1.66 15.82 9.18
S -3.00 16.10 10.04
O -3.53 17.45 9.87
O -2.96 15.55 11.39
O -3.82 15.09 8.98
H -2.59 13.37 8.73
H -3.61 13.95 7.36
H -2.22 16.10 7.28
H -1.04 14.68 7.58
C -6.35 18.38 7.98
C -6.65 18.55 6.53
O -5.53 19.23 5.98
S -4.61 19.96 7.07
O -4.58 21.38 6.92
O -3.34 19.20 7.24
O -5.61 19.53 8.32
H -5.75 17.48 8.11
H -7.25 18.25 8.58
H -7.48 19.25 6.50
H -6.99 17.61 6.10
C -6.19 19.70 11.38
C -7.26 19.29 12.46
O -6.55 18.88 13.60
S -4.87 18.99 13.38
O -4.27 17.76 12.88
O -4.17 19.65 14.48
O -5.07 20.08 12.13
H -6.48 20.62 10.87
H -6.02 18.79 10.80
H -7.84 18.43 12.13
H -8.06 19.98 12.71
C 0.11 17.61 13.65
C -1.33 17.74 13.32
O -1.34 18.65 12.27
S 0.10 18.77 11.41
O 0.37 20.10 10.89
O 0.21 17.57 10.49
O 0.89 18.45 12.82
H 0.45 16.58 13.55
H 0.31 17.91 14.68
H -1.85 18.23 14.14
H -1.85 16.82 13.04
C -4.19 15.52 15.69
C -5.66 15.81 15.34
O -6.31 15.47 16.59
S -5.41 15.18 17.89
O -5.41 13.72 18.12
O -5.82 16.09 19.01
O -4.17 15.73 17.05
H -3.58 16.29 15.23
H -3.83 14.56 15.31
H -6.18 15.27 14.55
H -5.92 16.87 15.31
```

relative energy (zero: lowest compared OMol25 entry of this formula, charge and spin): 868.27 kJ/mol
frontier orbital gap: 10.082 eV
electronic energy: -275113.0741 eV
LUMO: -0.36 eV

Results of the Löwdin charge analysis, in e, for atoms 1 through 4: -0.19, -0.12, -0.20, 0.75